Entry 1:
Here is C4H7FO2S as an isolated structure at a distorted geometry from OMol25. Energies are from ωB97M-V with the def2-TZVPD basis set.

Summary:
2S+1: 1
HOMO level: -9.11 eV

Cartesian coordinates (Å):
H -0.12130 -1.64368 -1.46976
H 2.47286 1.11815 -0.03451
S -2.88808 -0.59063 -0.08016
O -1.76910 1.71726 -0.03209
C 0.92352 -1.15860 -1.03462
C 0.52309 0.07253 -0.08678
C -1.83707 0.39422 0.35796
H -0.76919 1.96211 0.16105
H 1.66287 -0.49335 -1.72379
H -0.20893 0.57288 2.04337
O 1.57673 0.58818 0.72640
H 0.09876 0.82225 -0.94210
H 1.53357 -2.00010 -0.44612
F -0.64998 -1.34682 1.49724
C -0.54775 -0.01441 1.06391

Here are the Löwdin charges for atoms 1 to 6, given in e: number 1, H, carries 0.13; number 2, H, carries 0.28; number 3, S, carries 0.90; number 4, O, carries -0.05; number 5, C, carries -0.06; number 6, C, carries -0.46

=====

Entry 2:
Here is the molecule C4H7FS at a distorted geometry from OMol25. Energies are from ωB97M-V with the def2-TZVPD basis set.

Summary:
2S+1: 1
HOMO level: -9.25 eV

Cartesian coordinates (Å):
H -0.48827 -1.00401 1.46585
C -0.16497 1.00686 -0.45153
H 0.57711 -2.11764 0.31101
S -0.89035 1.97542 1.05256
H 0.23101 1.79179 -1.08247
H 0.28468 1.94337 1.64881
H -1.67893 -0.62563 -0.67564
C 0.58619 -0.33043 -0.44594
C -0.77612 -0.14673 -1.15514
C 0.46402 -1.15114 0.83310
F 1.45862 -0.84412 1.78558
H -1.07119 -0.06288 -2.24907
H 1.46823 -0.43487 -1.03711

Here are the Löwdin charges for atoms 1 to 6, given in e: number 1, H, carries 0.14; number 2, C, carries -0.55; number 3, H, carries 0.12; number 4, S, carries 0.68; number 5, H, carries 0.07; number 6, H, carries -0.17

=====

Entry 3:
Here is C4H7GdO3 as an isolated structure at a distorted geometry from OMol25. Energies are from ωB97M-V with the def2-TZVPD basis set.

Summary:
charge: +2
2S+1: 8
HOMO level (alpha / beta): -17.70 / -18.63 eV

Cartesian coordinates (Å):
C -0.06190 0.76562 0.22745
H 1.77830 -0.60040 -1.78052
H -2.83880 2.35295 0.47092
H -2.32769 0.94873 1.47227
O -0.98684 1.66798 0.04752
H -0.16067 -2.23694 -0.67461
C -2.32895 1.38651 0.46783
H -2.80502 0.70050 -0.24123
Gd 3.56272 0.56530 0.43306
H 2.43499 -1.81834 -0.83715
O -0.44933 -0.45162 0.19556
H 0.68436 -1.95392 1.01638
C 1.94430 -0.83796 -0.72019
C 0.45288 -1.61885 -0.00509
O 1.10164 1.13046 -0.07220

Here are the Löwdin charges for atoms 1 to 6, given in e: number 1, C, carries -0.56; number 2, H, carries 0.08; number 3, H, carries 0.12; number 4, H, carries 0.12; number 5, O, carries 0.08; number 6, H, carries 0.15

=====

Entry 4:
Here is C4H7HgO2 as an isolated structure at a distorted geometry from OMol25. Energies are from ωB97M-V with the def2-TZVPD basis set.

Summary:
charge: +1
2S+1: 1
HOMO level: -13.25 eV

Cartesian coordinates (Å):
H -0.32665 -2.96074 -1.36731
C 0.16810 -0.25102 0.10364
H -0.37367 -0.55211 -0.86442
C 1.21013 1.87421 -0.76835
H 1.17036 -0.62508 0.39209
O 0.97540 2.80554 -1.49975
O -1.57247 -1.67196 0.70344
Hg -1.66401 -3.34696 -0.35795
C -0.74294 -0.85746 1.10995
C 0.20406 1.28170 0.18452
H -0.96357 -0.31062 2.04307
H -0.78269 1.71810 -0.01236
H 0.52865 1.58177 1.19600
H 2.16931 1.31463 -0.86257

Here are the Löwdin charges for atoms 1 to 6, given in e: number 1, H, carries -0.03; number 2, C, carries -0.17; number 3, H, carries 0.13; number 4, C, carries -0.26; number 5, H, carries 0.15; number 6, O, carries 0.09

=====

E (computed, eV): -21904.8281, -17812.2673, -31214.1957, -12519.9040
Energy relative to the best compared isomer or geometry (same formula, charge and spin) (computed, kJ/mol): 398.85, 200.14, 126.08, 123.82